Arrangement w

Here is an isolated molecule of C4H9NO3 from the Open Molecules 2025 dataset. Energies are from ωB97M-V/def2-TZVPD.

Each line ends with the Mulliken charge.
Positions of all 17 atoms, in Å:
C -0.215 1.339 0.888  -1.3978
C -0.311 -0.162 0.773  0.3067
C -1.761 -0.521 0.156  -0.5772
O -1.571 -0.524 -1.281  -0.5024
N 0.643 -0.896 -0.049  -0.1094
C 1.814 -0.315 -0.512  0.5543
O 2.158 0.828 -0.291  -0.6001
O 2.357 -1.098 -1.439  -0.4835
H -1.152 1.673 1.349  0.3754
H 0.429 1.799 1.640  0.3980
H 0.073 1.964 0.040  0.3533
H -0.262 -0.542 1.825  0.1318
H -2.546 0.146 0.460  0.3751
H -1.828 -1.618 0.243  0.3144
H -1.387 0.375 -1.571  0.2934
H 0.533 -1.860 -0.326  0.2182
H 3.029 -0.588 -1.907  0.3499

As for the total charge: 0. The value obtained for the HOMO energy is -9.554 eV. For the LUMO energy, the calculation gives 0.027 Eh. As for the orbital gap: 10.278 eV. The SMILES is C[C@@H](CO)NC(=O)O.

=====

Arrangement x

Here is an isolated molecule of C4H9NO3 from the Open Molecules 2025 dataset. Energies are from ωB97M-V/def2-TZVPD.

Each line ends with the Mulliken charge.
Positions of all 17 atoms, in Å:
C 1.842 -1.345 -0.589  -1.2169
C 1.512 -0.173 0.327  -0.1418
O 0.466 0.704 -0.100  -0.3805
N -0.508 0.325 -1.352  -0.2622
O -1.324 -0.546 -0.737  -0.2876
C -1.400 0.126 0.779  0.9006
C -2.056 1.457 0.690  -0.9485
O -1.376 -0.675 1.642  -0.4709
H 2.670 -1.913 -0.160  0.3871
H 2.158 -0.994 -1.576  0.3125
H 0.985 -2.011 -0.699  0.3185
H 2.387 0.471 0.455  0.2910
H 1.233 -0.555 1.317  0.2651
H 0.065 -0.239 -2.000  0.3166
H -1.502 2.134 0.044  0.3174
H -2.094 1.906 1.683  0.3133
H -3.056 1.329 0.277  0.2864

As for the total charge: 0. The value obtained for the HOMO energy is -9.354 eV. For the LUMO energy, the calculation gives 0.031 Eh. As for the orbital gap: 10.192 eV. The SMILES is CCONOC(C)=O.

=====

Arrangement y

Here is a cluster of 2 separate species, C4H9NO3 in total from the Open Molecules 2025 dataset. Energies are from ωB97M-V/def2-TZVPD.

Each line ends with the Mulliken charge.
Positions of all 17 atoms, in Å:
C 2.124 -0.573 0.767  -1.1597
C 1.254 -0.916 -0.429  -0.2077
C -0.216 -1.178 -0.020  0.3764
O -0.561 -1.507 1.104  -0.5586
O -1.034 -1.307 -1.091  -0.4945
H 1.811 0.373 1.220  0.2929
H 2.064 -1.352 1.534  0.2732
H 3.171 -0.476 0.461  0.3577
H 1.301 -0.112 -1.169  0.3495
H 1.612 -1.833 -0.906  0.3727
H -0.666 -0.917 -1.909  0.3779
N -2.431 1.793 0.383  -0.4074
C -1.200 1.653 -0.165  0.3988
O -0.938 1.839 -1.343  -0.5610
H -2.650 1.337 1.261  0.2424
H -3.203 2.015 -0.232  0.2244
H -0.439 1.162 0.533  0.1231

As for the total charge: 0. The value obtained for the HOMO energy is -10.267 eV. For the LUMO energy, the calculation gives 0.030 Eh. As for the orbital gap: 11.070 eV. The SMILES is CCC(=O)O.NC=O.

=====

Arrangement z

Here is a structure of composition C4H9NO3 from the Open Molecules 2025 dataset. Energies are from ωB97M-V/def2-TZVPD.

Each line ends with the Mulliken charge.
Positions of all 17 atoms, in Å:
C 2.137 0.767 0.358  -0.7608
C 0.606 -1.138 -0.566  0.2189
O 0.844 0.165 0.441  -0.2397
O 1.287 -1.172 -1.548  -0.5584
H 0.429 -1.949 0.150  0.3443
H 2.521 0.712 -0.663  0.3639
H 2.815 0.245 1.035  0.2415
H 2.042 1.808 0.671  0.3069
C -1.939 -1.070 0.029  -0.8200
C -0.469 1.134 -0.306  0.1577
O -0.923 -0.509 -0.795  -0.2865
N -1.189 1.808 0.438  -0.6445
H -1.523 1.387 1.297  0.2660
H -0.011 1.450 -1.231  0.4292
H -2.803 -0.405 0.005  0.3458
H -2.222 -2.041 -0.379  0.2560
H -1.604 -1.191 1.065  0.3797

As for the total charge: 0. The value obtained for the HOMO energy is -9.959 eV. For the LUMO energy, the calculation gives 0.031 Eh. As for the orbital gap: 10.801 eV.

=====

Each structure's energy above the most stable one, in kJ/mol: arrangement w 86.9; arrangement x 491.4; arrangement y 0.0; arrangement z 430.6.